(1)
57
Properties=species:S:1:pos:R:3:mulliken_charge:R:1 method="wB97M-V/def2-TZVPD" charge=0 homo_ev=-8.56 lumo_ha=-0.05108
C 0.53 0.17 3.68 -0.4857
O 0.26 -1.20 3.46 -0.5349
B 0.80 -1.77 2.30 0.4911
O 1.56 -2.91 2.48 -0.6124
N 0.49 -1.29 0.97 0.8764
C -0.75 -0.53 0.79 -1.0718
C -1.76 -1.38 -0.02 -0.7870
C -2.80 -0.49 -0.69 -0.9514
C -3.85 0.04 0.30 -0.9298
C -5.22 -0.60 0.17 0.6375
F -5.90 -0.63 1.32 -0.3150
F -5.02 -1.91 -0.17 -0.3236
C -6.10 -0.05 -0.99 0.5209
F -7.00 -0.99 -1.32 -0.2903
F -5.37 0.18 -2.07 -0.2656
S -7.11 1.51 -0.57 1.4123
F -8.09 1.20 -1.77 -0.3093
F -8.02 0.68 0.40 -0.2826
F -6.12 1.89 0.61 -0.3174
F -6.23 2.40 -1.55 -0.3150
F -7.96 2.79 -0.23 -0.2888
C 1.58 -0.94 0.12 -0.4009
O 1.04 -0.73 -1.17 -0.6066
C 2.68 -2.07 -0.02 0.0315
O 2.40 -2.99 -0.76 -0.7201
O 3.75 -1.86 0.61 -0.6886
C 2.34 0.34 0.46 2.6231
F 3.03 0.20 1.66 -0.3830
F 1.57 1.44 0.64 -0.4294
C 3.39 0.74 -0.63 -0.9711
C 3.01 1.35 -1.81 -0.6365
C 3.93 1.71 -2.80 -0.9016
C 5.26 1.49 -2.66 -0.7777
C 5.69 0.88 -1.48 -0.1499
C 7.15 0.63 -1.23 0.9210
F 7.87 0.69 -2.34 -0.2718
F 7.64 1.55 -0.37 -0.2720
F 7.36 -0.56 -0.65 -0.2386
C 4.79 0.49 -0.50 -0.1684
H 1.59 0.31 3.88 0.1775
H 0.00 0.45 4.59 0.2896
H 0.16 0.82 2.89 0.2081
H 2.49 -2.70 2.57 0.3316
H -0.63 0.40 0.25 0.1625
H -1.23 -0.30 1.74 0.7058
H -2.29 -2.02 0.68 0.3640
H -1.21 -1.95 -0.75 0.4060
H -3.24 -0.99 -1.54 0.5716
H -2.29 0.38 -1.10 0.5363
H -3.53 -0.23 1.30 0.4671
H -3.92 1.12 0.26 0.4207
H 1.71 -0.95 -1.83 0.5344
H 1.97 1.55 -2.00 0.5008
H 3.56 2.16 -3.70 0.4177
H 5.96 1.76 -3.42 0.5371
H 5.26 -0.02 0.36 0.6283
Na 4.81 0.75 1.66 0.9242

***

(2)
50
Properties=species:S:1:pos:R:3:mulliken_charge:R:1 method="wB97M-V/def2-TZVPD" charge=+2 homo_ev="-14.50 / -15.56" lumo_ha="-0.26063 / -0.37788" spin_multiplicity=5
H 0.66 -0.40 -2.92 0.5883
N 1.75 0.92 -1.66 -0.2151
B 3.54 2.37 -0.62 0.3167
N 2.88 1.70 -1.84 -0.0223
C 3.22 1.66 -3.13 0.0053
Pd -0.06 1.49 -0.71 0.7471
H 3.99 2.30 -3.56 0.4757
C 2.33 0.81 -3.80 -1.1580
H 2.28 0.59 -4.84 0.4447
C 1.44 0.32 -2.84 -0.0702
H 4.40 3.09 -0.99 -0.0391
C -0.10 -2.15 2.67 -1.1090
H -0.95 -1.55 3.04 0.4998
H 0.67 -1.41 2.46 0.1871
H 0.16 -3.20 2.93 0.4677
N 4.16 1.22 0.25 0.3873
N 2.51 3.14 0.21 0.1846
N 3.26 0.32 0.74 -0.3724
N 1.31 2.52 0.55 -0.5167
C 5.42 0.88 0.63 -0.0421
C 2.46 4.41 0.65 -0.0474
H 6.21 1.50 0.34 0.5317
H 3.22 5.11 0.37 0.4921
C 5.32 -0.27 1.37 -0.7636
C 1.27 4.58 1.36 -0.9379
C 3.95 -0.59 1.42 -0.0662
C 0.61 3.36 1.33 -0.0777
H 6.11 -0.82 1.81 0.4676
H 0.89 5.49 1.77 0.4313
H 3.47 -1.42 1.89 0.4829
H -0.32 3.04 1.78 0.5298
H -1.06 -2.97 1.36 0.2282
O -0.61 -2.76 0.47 -0.4408
C -1.25 -1.77 -0.16 0.0717
O -0.66 -0.91 -0.83 -0.2587
C -2.79 -1.83 -0.11 1.3659
C -3.56 -1.31 -1.17 -0.4991
C -4.96 -1.49 -1.17 -0.2611
C -5.59 -2.17 -0.12 -0.2586
C -4.82 -2.61 0.95 -0.8460
C -3.42 -2.51 0.93 -0.5644
N -5.43 -3.15 2.13 0.9449
O -6.67 -3.26 2.15 -0.5369
O -4.69 -3.48 3.08 -0.5721
N -5.75 -1.08 -2.29 0.9539
O -5.20 -0.46 -3.22 -0.5736
O -6.98 -1.31 -2.27 -0.5319
H -3.12 -0.78 -2.02 0.6041
H -6.68 -2.22 -0.06 0.6025
H -2.86 -2.93 1.75 0.7700

***

The maximum force results, record by record, are as follows: 4.17, 4.79 eV/Å.